Record 1
Computed, not measured: a cluster of 9 separate species, C49H124N8O16 in total in a non-equilibrium geometry, with wB97M-V/def2-TZVPD.

Structure (XYZ):
```
197
Properties=species:S:1:pos:R:3:lowdin_charge:R:1
C 4.802 -16.275 -16.746 -0.057
C 3.303 -16.500 -16.736 -0.514
C 2.558 -15.718 -17.792 -0.053
O 2.950 -17.875 -16.762 -0.040
H 4.999 -15.215 -16.607 0.052
H 5.271 -16.637 -17.669 0.086
H 5.263 -16.861 -15.948 0.085
H 2.938 -16.133 -15.769 0.135
H 2.668 -16.162 -18.783 0.090
H 2.834 -14.665 -17.847 0.046
H 1.511 -15.718 -17.484 0.089
H 3.622 -18.341 -17.270 0.085
C 6.155 -13.705 -14.132 -0.055
C 5.695 -12.421 -13.451 -0.438
C 4.373 -12.654 -12.735 -0.239
O 3.825 -11.417 -12.334 -0.196
C 2.477 -11.553 -11.944 -0.109
N 6.758 -11.947 -12.560 0.046
H 7.191 -13.570 -14.439 0.069
H 5.508 -13.960 -14.968 0.041
H 6.181 -14.558 -13.442 0.086
H 5.542 -11.668 -14.231 0.131
H 4.627 -13.211 -11.810 0.132
H 3.634 -13.265 -13.272 0.117
H 2.098 -10.604 -11.580 0.087
H 2.404 -12.347 -11.194 0.091
H 1.875 -11.815 -12.827 0.081
H 6.839 -12.526 -11.731 0.073
H 6.538 -11.008 -12.244 0.072
C 5.432 -9.409 -24.788 -0.096
O 4.244 -8.718 -24.495 -0.197
C 4.257 -8.026 -23.268 -0.233
C 3.674 -8.827 -22.148 -0.198
N 2.394 -9.371 -22.579 -0.061
C 1.838 -10.437 -21.796 -0.218
C 2.638 -11.722 -21.819 -0.220
O 2.058 -12.729 -21.011 -0.181
C 2.349 -12.528 -19.636 -0.100
H 6.181 -8.710 -25.160 0.092
H 5.171 -10.188 -25.501 0.091
H 5.797 -9.952 -23.904 0.073
H 3.727 -7.081 -23.427 0.109
H 5.288 -7.698 -23.060 0.127
H 3.476 -8.171 -21.300 0.129
H 4.371 -9.650 -21.929 0.091
H 2.404 -9.582 -23.567 0.106
H 0.857 -10.643 -22.239 0.126
H 1.552 -10.103 -20.794 0.113
H 3.680 -11.592 -21.507 0.097
H 2.572 -12.138 -22.825 0.130
H 1.780 -13.243 -19.041 0.076
H 1.994 -11.537 -19.361 0.062
H 3.397 -12.786 -19.441 0.083
C 3.061 -12.009 -15.905 -0.116
O 1.773 -12.046 -16.449 -0.190
C 1.230 -10.741 -16.539 -0.226
C -0.050 -10.810 -17.342 -0.183
N -0.610 -9.432 -17.425 -0.064
C -2.066 -9.409 -17.469 -0.216
C -2.547 -7.981 -17.338 -0.229
O -1.800 -7.330 -16.334 -0.206
C -2.612 -6.853 -15.271 -0.103
H 3.066 -11.530 -14.915 0.079
H 3.814 -11.598 -16.586 0.087
H 3.358 -13.042 -15.678 0.077
H 1.944 -10.130 -17.105 0.131
H 1.030 -10.325 -15.544 0.129
H -0.819 -11.469 -16.922 0.119
H 0.220 -11.106 -18.355 0.097
H -0.316 -8.933 -16.592 0.089
H -2.457 -10.017 -16.634 0.121
H -2.375 -9.775 -18.438 0.117
H -3.611 -7.976 -17.092 0.111
H -2.288 -7.449 -18.258 0.114
H -3.099 -5.914 -15.563 0.089
H -1.868 -6.553 -14.531 0.084
H -3.326 -7.564 -14.863 0.070
C -4.767 -9.234 -11.058 -0.087
O -6.077 -8.962 -11.552 -0.173
C -6.336 -7.615 -11.735 -0.247
C -5.497 -6.938 -12.820 -0.200
N -4.232 -6.310 -12.435 -0.056
C -4.356 -5.096 -11.614 -0.202
C -2.995 -4.575 -11.282 -0.266
O -2.304 -5.506 -10.502 -0.190
C -0.996 -5.099 -10.153 -0.097
H -4.443 -8.448 -10.369 0.090
H -4.067 -9.307 -11.899 0.086
H -4.822 -10.194 -10.552 0.087
H -6.313 -7.042 -10.792 0.120
H -7.383 -7.477 -12.025 0.111
H -6.087 -6.236 -13.410 0.101
H -5.204 -7.695 -13.559 0.110
H -3.633 -6.960 -11.941 0.085
H -4.945 -5.304 -10.709 0.114
H -4.886 -4.363 -12.229 0.126
H -3.065 -3.590 -10.788 0.127
H -2.444 -4.340 -12.209 0.125
H -0.977 -4.783 -9.111 0.087
H -0.616 -4.326 -10.824 0.086
H -0.362 -5.975 -10.306 0.087
C -10.467 -5.016 -13.945 -0.120
O -9.146 -5.448 -13.703 -0.195
C -8.721 -6.462 -14.600 -0.210
C -8.181 -5.862 -15.912 -0.202
N -7.028 -6.602 -16.452 -0.060
C -6.479 -5.971 -17.654 -0.201
C -7.466 -5.840 -18.827 -0.234
O -7.826 -6.977 -19.571 -0.192
C -6.964 -7.392 -20.640 -0.088
H -11.234 -5.755 -13.665 0.089
H -10.624 -4.721 -14.990 0.087
H -10.681 -4.153 -13.311 0.087
H -9.549 -7.159 -14.768 0.125
H -7.923 -6.995 -14.089 0.086
H -7.840 -4.849 -15.685 0.131
H -8.990 -5.823 -16.653 0.100
H -7.365 -7.535 -16.683 0.116
H -5.560 -6.492 -17.943 0.100
H -6.147 -4.959 -17.392 0.118
H -7.160 -5.038 -19.515 0.120
H -8.388 -5.499 -18.353 0.097
H -6.157 -8.009 -20.237 0.081
H -6.487 -6.498 -21.068 0.083
H -7.571 -7.892 -21.383 0.084
C 10.019 -13.809 -16.652 -0.108
O 9.233 -12.757 -16.125 -0.220
C 9.744 -11.477 -16.407 -0.236
C 8.646 -10.472 -16.687 -0.201
N 7.790 -10.653 -17.852 -0.051
C 7.013 -11.849 -17.917 -0.219
C 6.417 -12.035 -19.303 -0.221
O 7.451 -11.839 -20.247 -0.190
C 6.956 -11.752 -21.546 -0.128
H 10.970 -13.910 -16.118 0.089
H 10.132 -13.686 -17.734 0.089
H 9.481 -14.746 -16.489 0.085
H 10.518 -11.430 -17.183 0.123
H 10.247 -11.129 -15.487 0.125
H 9.119 -9.487 -16.703 0.117
H 7.969 -10.442 -15.822 0.117
H 8.381 -10.621 -18.679 0.106
H 6.210 -11.748 -17.182 0.112
H 7.614 -12.739 -17.726 0.109
H 5.704 -11.216 -19.490 0.122
H 5.967 -13.030 -19.333 0.121
H 7.771 -11.949 -22.251 0.091
H 6.600 -10.733 -21.747 0.074
H 6.197 -12.499 -21.810 0.090
C -2.054 -4.300 -19.532 -0.142
O -1.324 -3.876 -20.632 -0.187
C -1.865 -2.687 -21.220 -0.222
C -1.086 -2.369 -22.470 -0.213
N 0.119 -1.603 -22.105 -0.049
C 0.963 -1.266 -23.238 -0.221
C 1.691 -2.385 -23.940 -0.257
O 2.743 -2.832 -23.135 -0.177
C 3.268 -4.057 -23.596 -0.119
H -1.566 -5.170 -19.088 0.080
H -3.085 -4.581 -19.788 0.085
H -2.076 -3.554 -18.721 0.092
H -1.684 -1.894 -20.478 0.124
H -2.954 -2.727 -21.357 0.121
H -1.738 -1.753 -23.102 0.120
H -0.897 -3.282 -23.049 0.113
H 0.620 -2.218 -21.464 0.114
H 1.691 -0.492 -22.960 0.120
H 0.350 -0.718 -23.968 0.119
H 2.010 -2.119 -24.958 0.126
H 0.966 -3.209 -24.086 0.112
H 4.131 -4.346 -22.997 0.085
H 3.613 -3.948 -24.633 0.092
H 2.532 -4.866 -23.508 0.085
C -11.288 -13.820 -24.458 -0.112
O -10.255 -13.530 -25.355 -0.174
C -9.457 -12.467 -24.998 -0.269
C -8.406 -12.837 -23.978 -0.256
N -7.410 -11.821 -23.842 -0.061
C -6.584 -12.025 -22.630 -0.195
C -5.294 -11.219 -22.745 -0.223
O -5.566 -9.859 -22.422 -0.205
C -4.528 -9.015 -22.843 -0.125
H -12.016 -14.455 -24.942 0.086
H -11.666 -12.900 -23.991 0.090
H -10.890 -14.365 -23.579 0.085
H -10.049 -11.595 -24.667 0.125
H -8.906 -12.109 -25.873 0.129
H -7.953 -13.757 -24.369 0.130
H -8.877 -13.180 -23.039 0.118
H -7.819 -10.899 -23.738 0.114
H -6.217 -13.048 -22.532 0.120
H -7.179 -11.732 -21.758 0.124
H -4.962 -11.342 -23.778 0.124
H -4.624 -11.626 -21.984 0.122
H -4.307 -9.165 -23.904 0.089
H -3.593 -9.202 -22.283 0.091
H -4.734 -7.967 -22.622 0.076
```

The calculation puts the HOMO energy at -8.38 eV. The value obtained for the HOMO-LUMO gap is 8.81 eV. Its SMILES is COC[C@H](C)N.COCCNCCOC.COCCNCCOC.COCCNCCOC.COCCNCCOC.COCCNCCOC.COCCNCCOC.COCCNCCOC.CC(C)O. The relative energy (zero: lowest compared OMol25 entry of this formula, charge and spin) comes out at 41.1 kcal per mole.

=====

Record 2
Computed, not measured: a structure of composition C6H8BrNO2S in a non-equilibrium geometry, with wB97M-V/def2-TZVPD.

Structure (XYZ):
```
19
Properties=species:S:1:pos:R:3:nbo_charge:R:1
C 0.170 -0.038 -2.188 0.146
C -0.025 -0.444 -0.294 -0.221
C -2.038 0.172 -1.981 -0.137
C 2.007 0.756 0.454 -0.590
C 0.272 -0.152 2.121 -0.648
C 0.965 -0.363 0.794 -0.330
N -0.991 0.175 -2.722 -0.463
O -2.121 -1.912 -0.381 -0.904
O -2.358 0.266 0.729 -0.909
S -1.706 -0.498 -0.317 2.030
Br -3.748 0.203 -2.494 0.240
H 1.120 0.216 -2.574 0.205
H 2.745 1.024 1.118 0.218
H 1.439 1.584 0.305 0.203
H 2.646 0.641 -0.430 0.207
H -0.150 -1.153 2.414 0.232
H -0.727 0.317 1.871 0.255
H 0.974 0.476 2.768 0.231
H 1.527 -1.269 0.808 0.232
```

The calculation puts the HOMO energy (alpha / beta) at -8.91 / -9.25 eV. The value obtained for the HOMO-LUMO gap (alpha / beta) is 7.47 / 7.57 eV. The relative energy (zero: lowest compared OMol25 entry of this formula, charge and spin) comes out at 175.2 kcal per mole.

=====

Record 3
Computed, not measured: the ion C2H9N3O with charge +2 in a non-equilibrium geometry, with wB97M-V/def2-TZVPD.

Structure (XYZ):
```
15
Properties=species:S:1:pos:R:3:nbo_charge:R:1
C -0.136 -0.726 0.022 0.318
C 0.367 0.368 -0.618 0.310
N 0.128 -2.008 -0.166 -0.785
N -1.056 -0.502 1.175 -0.742
N 0.385 1.847 -0.246 -0.736
O 1.321 0.227 -1.525 -0.684
H 0.858 -2.254 -0.981 0.484
H -0.078 -2.767 0.436 0.446
H -0.679 -0.955 2.133 0.484
H -2.024 -1.037 1.226 0.494
H -1.435 0.381 1.427 0.452
H 1.385 2.272 -0.218 0.499
H -0.169 2.494 -0.875 0.470
H -0.134 2.055 0.670 0.443
H 1.266 0.604 -2.459 0.547
```

The calculation puts the HOMO energy at -17.49 eV. The net charge is +2. The value obtained for the HOMO-LUMO gap is 9.19 eV. Its SMILES is N/C([NH3+])=C(/[NH3+])O. The relative energy (zero: lowest compared OMol25 entry of this formula, charge and spin) comes out at 43.1 kcal per mole.

=====

Record 4
Computed, not measured: a cluster of 2 separate species, C2H2FN in total in a non-equilibrium geometry, with wB97M-V/def2-TZVPD.

Structure (XYZ):
```
6
Properties=species:S:1:pos:R:3:lowdin_charge:R:1
C -0.281 -0.469 0.569 -0.118
C 0.686 -0.229 -0.466 0.004
N 0.011 -1.458 -0.166 0.170
F 2.401 0.005 0.138 -0.268
H -0.766 -0.287 1.466 0.089
H 0.306 0.425 -1.222 0.123
```

The calculation puts the HOMO energy (alpha / beta) at -7.23 / -11.84 eV. The multiplicity is 3. The value obtained for the HOMO-LUMO gap (alpha / beta) is 7.12 / 7.82 eV. The relative energy (zero: lowest compared OMol25 entry of this formula, charge and spin) comes out at 70.7 kcal per mole.